Molecular formula: C2H5N3O3
Method: DFT, ωB97M-V/def2-TZVPD

XYZ file:
```
13
Properties=species:S:1:pos:R:3:nbo_charge:R:1
C -0.28781 0.40606 -0.00981 0.783
C 1.89858 -0.48252 0.12602 -0.264
N -1.80107 0.32182 -0.44240 -0.480
N -0.07555 1.31474 0.90042 -0.789
N -2.25236 -0.80149 -0.99806 0.595
O -3.47790 -0.84787 -1.07301 -0.424
O -1.52334 -1.76851 -1.15568 -0.469
O 0.58076 -0.39393 -0.43676 -0.418
H 1.91586 0.16138 1.10312 0.171
H 2.65147 0.06480 -0.50088 0.201
H 2.26843 -1.47029 0.10362 0.231
H -0.83856 1.91602 1.24611 0.454
H 0.94149 1.57979 1.13731 0.408
```

Its SMILES is CO/C(N)=N\[N+](=O)[O-]. The value obtained for the LUMO energy is -0.045 eV. As for the energy relative to the best compared isomer or geometry (same formula, charge and spin): 5.477 eV. The HOMO-LUMO gap comes out at 9.09 eV.

=====

Molecular formula: C6H8N4
Method: DFT, ωB97M-V/def2-TZVPD

XYZ file:
```
18
Properties=species:S:1:pos:R:3:nbo_charge:R:1
C 1.07902 -2.08165 0.31150 -0.151
C 0.24240 -2.30633 -0.65862 -0.197
C -0.56465 -0.48490 1.63926 -0.234
C -1.47493 -0.83270 0.70971 -0.219
C 0.62735 -0.62534 0.75436 0.068
C -0.52967 -1.01009 -0.47847 0.031
N 0.44787 0.10888 -0.42813 -0.365
N -0.89678 2.16716 -1.06647 -0.636
N 1.22163 2.38677 -0.22809 -0.633
N -0.03787 1.74467 -0.11690 0.055
H 1.92131 -2.55552 0.69558 0.202
H 0.09798 -3.18055 -1.22554 0.216
H -0.82073 0.01787 2.66599 0.228
H -2.38296 -1.35185 0.83300 0.209
H -1.83852 1.69757 -0.73857 0.384
H -0.68557 2.14519 -2.03666 0.353
H 1.70790 2.13879 -1.04189 0.331
H 1.88620 2.02201 0.40996 0.357
```

Its SMILES is NN(N)N1[C@]23C=C[C@]12C=C3. The value obtained for the LUMO energy (alpha / beta) is 0.656 / 0.657 eV. As for the energy relative to the best compared isomer or geometry (same formula, charge and spin): 10.269 eV. The HOMO-LUMO gap (alpha / beta) comes out at 8.17 / 8.17 eV.

=====

Molecular formula: C45H46BrFeGeN9O5S
Method: DFT, ωB97M-V/def2-TZVPD

XYZ file:
```
109
Properties=species:S:1:pos:R:3:lowdin_spin:R:1
Fe 0.14590 -0.17150 0.24320 1.061
C 0.98760 0.11300 2.89440 0.001
N 1.56160 0.11860 1.56680 -0.008
C 2.54440 -0.92980 1.35700 0.008
C 2.32680 -1.46090 -0.05120 0.053
N 0.97050 -1.84900 -0.09290 0.056
C 0.61160 -2.87120 -0.86950 0.003
C -0.73000 -3.28320 -0.91380 0.012
C -1.17390 -4.13080 -1.89950 -0.001
C -0.28190 -4.62640 -2.84540 0.014
C 1.07090 -4.35680 -2.72950 0.000
C 1.54930 -3.53240 -1.71630 0.010
N 2.89240 -3.37640 -1.50690 0.017
C -0.30380 -0.60540 2.81030 0.008
N -0.92120 -0.83830 1.67020 -0.007
C -2.15190 -1.34860 1.97330 0.000
C -3.22820 -1.73270 1.16560 0.001
C -4.37980 -2.17670 1.79690 0.001
C -4.49290 -2.25440 3.17720 0.000
C -3.43020 -1.87720 4.00480 0.000
C -2.28040 -1.43190 3.37930 0.001
N -1.09510 -0.96110 3.88770 0.003
H 0.81320 1.14280 3.21580 0.000
H 1.65590 -0.35850 3.63650 0.000
H 1.94300 1.03980 1.31080 0.000
H 2.35390 -1.74860 2.05680 0.002
H 3.57180 -0.57990 1.50160 0.001
H -1.38250 -2.86640 -0.17210 0.000
H -2.22130 -4.39670 -1.95500 0.000
H -0.64530 -5.24940 -3.65190 0.001
H 1.77410 -4.77640 -3.43600 0.000
H 3.51010 -3.54500 -2.29240 0.000
H -3.16560 -1.65470 0.09710 0.000
H -5.22930 -2.46130 1.19150 0.000
H -5.41710 -2.59280 3.62920 0.000
H -3.51270 -1.91170 5.08170 0.000
H -0.85750 -0.88070 4.86040 0.000
Br -8.81320 5.39550 -8.41210 0.017
C -7.56200 4.75190 -7.10370 0.095
C -6.67110 5.64380 -6.51720 0.014
C -5.78070 5.19020 -5.57890 0.045
C -5.74320 3.82390 -5.20980 0.062
C -6.68400 2.95110 -5.82550 0.063
C -7.58350 3.40810 -6.74840 0.007
N -4.84610 3.41630 -4.30930 0.108
N -4.76140 2.13510 -4.06620 0.290
C -3.86820 1.55720 -3.27490 0.017
C -4.01700 0.16150 -3.09380 0.088
C -3.14280 -0.57490 -2.34470 0.030
C -2.09480 0.03900 -1.60620 0.102
O -1.24040 -0.66210 -0.95180 0.062
C -2.01070 1.45070 -1.69490 0.077
N -1.08080 2.09500 -0.89710 0.181
C -0.51540 3.22590 -1.38840 0.192
C -1.10520 3.93260 -2.40470 0.053
C -2.30760 3.49450 -2.95780 0.242
C -2.74430 2.19810 -2.64160 0.082
H -6.68690 6.68510 -6.80910 0.000
H -5.07690 5.86770 -5.11960 0.003
H -6.65980 1.91370 -5.53070 0.008
H -8.30220 2.73900 -7.20450 -0.001
H -4.83820 -0.32170 -3.60740 0.003
H -3.21310 -1.65120 -2.30490 0.000
H 0.40080 3.53310 -0.92320 0.017
H -0.64900 4.84950 -2.75000 -0.002
H -2.85600 4.09390 -3.66630 0.015
C 5.47150 -3.60800 2.64710 -0.007
C 5.07350 -2.90980 1.37290 0.023
C 5.91950 -1.87680 0.89830 0.293
C 5.68620 -1.35130 -0.36320 0.012
C 4.56530 -1.68300 -1.07250 0.228
C 3.44550 -2.49680 -0.49100 0.058
C 3.96260 -3.27450 0.68590 0.202
S 4.49730 -1.24910 -2.77910 0.015
O 4.58060 -2.47500 -3.55800 0.028
O 5.50150 -0.25590 -3.09050 0.003
N 3.01320 -0.57260 -3.18470 0.015
C 2.90740 0.85910 -3.34710 0.002
C 3.15910 1.69750 -2.09340 0.003
C 2.10480 1.53650 -0.98500 0.004
O 2.27560 2.20500 0.05150 0.004
O 1.18790 0.70010 -1.17260 0.004
H 6.52480 -3.88860 2.61890 -0.002
H 4.87380 -4.50240 2.80970 0.000
H 5.33100 -2.94090 3.50030 -0.003
H 6.79170 -1.58870 1.46350 0.019
H 6.40580 -0.69940 -0.83920 -0.005
H 2.50890 -0.64050 -0.74080 0.003
H 3.35440 -4.11250 0.99170 0.010
H 2.22710 -0.97380 -2.69640 0.000
H 1.90550 1.07310 -3.72730 0.001
H 3.64940 1.13330 -4.10210 0.000
H 3.21330 2.75560 -2.36050 0.001
H 4.12630 1.41430 -1.66770 0.001
C 0.76080 4.72130 1.17060 0.006
Ge -0.52780 3.21700 1.56280 0.004
C -0.34430 3.14820 3.59450 0.002
C -2.35020 4.06810 1.46800 -0.001
C -0.81110 1.57850 0.40120 -0.035
H 0.93450 5.29000 2.08070 0.001
H 0.34760 5.39290 0.42260 0.001
H 1.71070 4.34110 0.81290 0.000
H -0.75140 4.09310 3.94840 0.000
H 0.68820 3.10060 3.93290 0.000
H -0.91300 2.34930 4.06160 0.000
H -2.36450 5.03740 1.96000 0.000
H -3.06870 3.42770 1.97430 0.000
H -2.69040 4.20160 0.44510 0.000
H -1.78430 1.23060 0.78560 0.005
```

Its spin multiplicity is 5. The value obtained for the LUMO energy (alpha / beta) is 3.173 / 2.081 eV. As for the energy relative to the best compared isomer or geometry (same formula, charge and spin): 1.322 eV. The HOMO-LUMO gap (alpha / beta) comes out at 2.23 / 3.02 eV. Its net charge is -2.

=====

Please write out number 1 again, unchanged.
Molecular formula: C2H5N3O3
Method: DFT, ωB97M-V/def2-TZVPD

XYZ file:
```
13
Properties=species:S:1:pos:R:3:nbo_charge:R:1
C -0.28781 0.40606 -0.00981 0.783
C 1.89858 -0.48252 0.12602 -0.264
N -1.80107 0.32182 -0.44240 -0.480
N -0.07555 1.31474 0.90042 -0.789
N -2.25236 -0.80149 -0.99806 0.595
O -3.47790 -0.84787 -1.07301 -0.424
O -1.52334 -1.76851 -1.15568 -0.469
O 0.58076 -0.39393 -0.43676 -0.418
H 1.91586 0.16138 1.10312 0.171
H 2.65147 0.06480 -0.50088 0.201
H 2.26843 -1.47029 0.10362 0.231
H -0.83856 1.91602 1.24611 0.454
H 0.94149 1.57979 1.13731 0.408
```

Its SMILES is CO/C(N)=N\[N+](=O)[O-]. The value obtained for the LUMO energy is -0.045 eV. As for the energy relative to the best compared isomer or geometry (same formula, charge and spin): 5.477 eV. The HOMO-LUMO gap comes out at 9.09 eV.